Below is a structure of composition C26H33ClCrN4O4Te at a distorted geometry, with properties calculated with the ωB97M-V functional and the def2-TZVPD basis.

Geometry as XYZ:
```
70
Properties=species:S:1:pos:R:3:mulliken_spin:R:1
Cr -0.796 -0.148 -0.420 2.380
Cl 3.388 2.835 -5.544 0.002
C 2.685 2.007 -4.199 0.019
C 3.433 1.044 -3.503 -0.028
C 2.885 0.379 -2.437 0.052
C 1.564 0.627 -1.998 -0.086
O 1.112 0.024 -0.930 -0.078
C 0.805 1.587 -2.739 -0.012
C -0.562 1.860 -2.459 -0.086
O -1.294 1.199 -1.677 -0.004
C 1.402 2.277 -3.820 -0.027
H 4.448 0.839 -3.813 -0.002
H 3.469 -0.353 -1.896 -0.004
H -1.027 2.677 -3.019 0.002
H 0.818 3.014 -4.355 0.000
N -0.423 1.589 0.934 -0.031
C -1.141 2.036 2.149 -0.003
C -2.635 1.746 2.042 0.002
C -2.926 0.253 2.266 -0.005
C -3.734 -0.393 1.152 0.003
N -3.017 -0.273 -0.143 -0.016
H 0.561 1.453 1.163 0.002
H -0.450 2.352 0.264 0.004
H -0.982 3.105 2.307 -0.001
H -0.734 1.507 3.013 -0.002
H -2.966 2.073 1.053 0.004
H -3.173 2.350 2.773 0.000
H -3.442 0.112 3.216 0.001
H -1.984 -0.286 2.320 0.005
H -4.728 0.057 1.088 -0.002
H -3.857 -1.453 1.379 -0.001
H -3.258 0.620 -0.565 0.000
H -3.381 -0.975 -0.779 0.005
N -2.455 -5.806 -4.446 -0.001
C -2.490 -4.478 -4.714 0.000
O -2.956 -4.013 -5.731 -0.002
C -1.942 -3.568 -3.649 -0.012
C -1.450 -2.329 -4.043 0.010
C -1.021 -1.428 -3.092 -0.006
N -1.097 -1.656 -1.770 -0.015
C -1.551 -2.863 -1.399 -0.028
C -1.964 -3.838 -2.286 0.003
H -2.806 -6.427 -5.157 0.000
H -1.910 -6.201 -3.702 0.000
H -1.420 -2.077 -5.094 0.000
H -0.616 -0.477 -3.405 -0.006
H -1.592 -3.048 -0.333 -0.001
H -2.333 -4.779 -1.899 0.000
Te 3.130 0.671 1.153 0.994
C 4.243 0.306 2.908 -0.010
C 5.617 0.073 2.828 0.023
C 6.360 -0.146 3.977 -0.034
C 5.736 -0.159 5.218 0.065
C 4.368 0.059 5.307 -0.034
C 3.628 0.296 4.161 0.005
H 6.109 0.068 1.864 -0.003
H 7.426 -0.313 3.907 -0.001
H 6.314 -0.345 6.113 0.004
H 3.878 0.047 6.272 -0.002
H 2.562 0.473 4.237 -0.003
C -0.119 -2.672 3.007 -0.002
C 0.283 -2.148 1.660 -0.019
C 1.567 -2.623 1.066 0.070
O -0.449 -1.363 1.064 -0.066
H 0.625 -3.359 3.401 0.000
H -1.081 -3.184 2.943 0.000
H -0.243 -1.844 3.707 -0.001
H 1.475 -3.678 0.794 -0.003
H 2.373 -2.539 1.797 0.004
H 1.799 -2.036 0.178 -0.025
```

Properties
spin multiplicity: 4
ΔE to the lowest compared entry with this formula, charge and spin: 33.9 kcal per mole
net charge: +1
HOMO energy (spin up / spin down): -10.30 / -8.74 eV
LUMO energy (spin up / spin down): -2.71 / -4.12 eV
total energy: -3303.094025 Ha